[1]
{"formula": "C36H40CdN4OS3", "method": "the ωB97M-V functional and the def2-TZVPD basis", "symbols": ["Cd", "C", "C", "N", "N", "C", "S", "S", "C", "C", "C", "C", "C", "C", "C", "C", "C", "C", "C", "C", "C", "O", "H", "H", "H", "H", "H", "H", "H", "H", "H", "H", "H", "H", "H", "H", "C", "C", "C", "C", "C", "C", "C", "C", "C", "C", "H", "H", "H", "H", "H", "H", "H", "H", "H", "H", "H", "H", "H", "H", "H", "C", "C", "C", "C", "C", "C", "C", "C", "H", "H", "H", "H", "H", "C", "N", "C", "N", "S", "H", "H", "H", "H", "H", "H"], "positions_angstrom": [[-16.5138, 1.2077, -12.6928], [-19.9909, -2.4149, -12.6958], [-19.1636, -1.1499, -12.3586], [-18.7258, -0.2959, -13.1869], [-19.2079, -0.4058, -14.4846], [-18.8216, 0.6017, -15.1644], [-17.8493, 1.9991, -14.7992], [-19.2733, 0.5035, -16.9276], [-20.5736, -0.7775, -16.9832], [-21.9709, -0.3677, -16.6708], [-22.9395, -0.2069, -17.6975], [-24.2170, 0.0936, -17.3723], [-24.6136, 0.3806, -16.0552], [-23.6533, 0.2837, -15.0704], [-22.3648, -0.0871, -15.3816], [-18.8150, -1.0263, -10.9613], [-18.8837, -2.2060, -10.1776], [-18.6080, -2.2058, -8.8034], [-18.2452, -0.9791, -8.2195], [-18.1262, 0.1630, -8.9816], [-18.2971, 0.1733, -10.3841], [-18.0758, 1.2782, -10.9846], [-20.4375, -2.2771, -13.6780], [-19.3493, -3.2806, -12.8365], [-20.7597, -2.6153, -11.9392], [-20.4871, -1.1341, -18.0078], [-20.1934, -1.5826, -16.3525], [-22.5686, -0.4332, -18.7055], [-24.9557, 0.1666, -18.1944], [-25.6567, 0.5349, -15.7803], [-23.9417, 0.5109, -14.0698], [-21.6136, -0.1944, -14.5792], [-19.1478, -3.1447, -10.5816], [-18.6325, -3.1708, -8.2787], [-18.1236, -0.8998, -7.1362], [-17.8465, 1.1282, -8.5740], [-15.1832, 3.6994, -13.1416], [-15.6976, 3.5806, -11.8283], [-14.7568, 2.8551, -11.0651], [-13.6335, 2.5541, -11.8889], [-13.9254, 3.0966, -13.1415], [-13.0416, 2.9753, -14.3317], [-12.4540, 1.7533, -11.5159], [-14.9326, 2.4504, -9.6491], [-16.9481, 4.2900, -11.2556], [-15.7660, 4.6776, -14.1758], [-12.8945, 1.9562, -14.6477], [-12.0806, 3.4297, -14.1397], [-13.4222, 3.5092, -15.2265], [-12.4050, 0.7031, -11.8844], [-12.2490, 1.6352, -10.4855], [-11.5188, 2.2343, -11.9044], [-14.5511, 1.4545, -9.5128], [-15.9683, 2.5065, -9.3723], [-14.3341, 3.0800, -8.9507], [-17.2064, 3.8864, -10.2870], [-17.7993, 4.1460, -11.9460], [-16.8594, 5.3507, -11.1128], [-15.7243, 4.2754, -15.1776], [-15.2474, 5.6486, -14.1559], [-16.8317, 4.8653, -13.9975], [-15.2136, -0.4300, -12.1060], [-14.6908, -1.3073, -11.4332], [-13.9698, -2.2504, -10.5838], [-14.4759, -2.7894, -9.3793], [-13.6592, -3.6180, -8.5689], [-12.3767, -3.9312, -9.0062], [-11.8723, -3.3613, -10.1700], [-12.6583, -2.5359, -10.9305], [-15.4233, -2.5194, -8.9762], [-13.9927, -4.0847, -7.6532], [-11.7865, -4.5922, -8.3525], [-10.8377, -3.4864, -10.4517], [-12.2291, -2.0811, -11.8245], [-15.2203, 1.2049, -17.1198], [-15.1081, -0.1130, -16.4993], [-14.2999, -1.0947, -16.8816], [-13.6272, -0.9168, -18.0899], [-14.0662, -2.4794, -16.0266], [-15.5410, 1.9156, -16.3405], [-15.9663, 1.1728, -17.9310], [-14.2234, 1.4638, -17.5374], [-15.3673, -0.1706, -15.5233], [-14.0614, -0.3641, -18.7852], [-13.1862, -1.7316, -18.4102]], "forces_ev_per_angstrom": [[-0.3, 0.3, 0.3], [-0.2, 1.0, -0.9], [-0.4, -1.7, 0.6], [-0.3, 0.3, -0.2], [0.5, 0.1, 0.5], [0.1, 0.1, -1.5], [-0.2, -0.4, -0.2], [-0.2, 0.6, 0.4], [0.9, -0.3, -0.2], [-0.6, 0.5, -0.7], [2.5, -1.0, 0.4], [-2.3, 0.8, -0.6], [0.2, -0.7, -0.5], [-0.6, 0.2, -0.3], [1.2, -0.3, 1.2], [0.6, -1.1, 0.5], [0.4, 1.5, 1.6], [0.1, -0.2, -0.9], [-0.3, 0.2, 0.4], [0.1, -0.5, 0.7], [-0.4, 0.4, 0.1], [0.2, 0.0, -0.6], [-0.3, 0.1, 0.0], [0.3, -0.1, 0.4], [0.3, 0.1, -0.3], [-0.2, -0.1, -0.2], [-0.3, 0.0, 0.2], [-0.6, 0.2, 0.2], [0.3, -0.1, 0.6], [0.2, 0.2, -0.3], [0.0, 0.0, 0.7], [-0.4, 0.1, -0.5], [-0.3, -0.7, -0.7], [0.0, 0.6, 0.0], [0.2, -0.1, -0.2], [0.0, -0.1, 0.2], [-0.8, 1.1, -0.5], [-1.1, 0.2, 0.9], [0.5, 0.0, -0.3], [-1.5, 0.5, 0.8], [0.4, -0.2, -1.0], [-0.3, 0.7, -0.8], [1.7, -0.5, -1.5], [1.0, 0.6, 0.4], [0.3, -1.1, -1.1], [0.2, -0.6, 0.7], [0.3, -0.6, -0.1], [0.7, 0.0, 0.1], [-0.1, -0.2, 0.5], [-0.4, 0.5, -0.2], [-0.3, 0.2, 1.5], [-0.5, -0.3, 0.1], [-0.1, -0.7, 0.2], [-0.5, -0.2, 0.3], [-0.4, -0.1, -0.2], [-0.2, -0.3, 0.1], [0.1, 0.0, 0.4], [0.5, 0.8, -0.1], [0.2, -0.1, -0.5], [0.0, -0.1, -0.1], [0.2, 0.0, 0.2], [0.0, -0.3, 0.2], [-0.1, -0.2, 0.5], [-1.0, 0.7, 0.1], [1.3, -0.5, 0.5], [-0.1, 0.3, -1.6], [0.2, -0.3, 0.8], [0.3, -0.2, 0.6], [0.5, 0.1, -0.7], [-0.8, 0.3, -0.2], [-0.4, 0.2, 0.1], [0.0, 0.3, -0.5], [0.1, -0.3, 0.0], [-0.3, -0.1, 0.2], [0.5, -0.3, -0.2], [0.0, 0.6, 0.6], [0.4, 0.2, -1.3], [-0.6, 0.7, 1.3], [0.2, -0.8, 0.6], [0.2, -0.3, -0.5], [0.2, 0.2, 0.3], [-0.6, 0.2, 0.3], [-0.3, -0.1, 0.0], [-0.4, 0.6, -0.6], [0.5, -1.1, -0.3]], "lowdin_charge": [1.24, -0.04, -0.29, -0.01, -0.10, -1.12, 0.45, 0.81, -0.46, -0.28, -0.06, -0.13, -0.10, -0.09, -0.04, -0.13, -0.07, -0.14, -0.13, -0.04, -0.43, -0.19, 0.04, 0.08, 0.07, 0.06, 0.07, 0.11, 0.10, 0.09, 0.09, 0.11, 0.07, 0.08, 0.08, 0.10, -0.32, -0.32, -0.31, -0.28, -0.31, -0.07, -0.08, -0.07, -0.07, -0.09, 0.06, 0.05, 0.06, 0.06, 0.04, 0.07, 0.06, 0.03, 0.07, 0.04, 0.06, 0.05, 0.03, 0.07, 0.05, -0.11, -0.19, -0.25, -0.02, -0.10, -0.14, -0.12, -0.07, 0.09, 0.08, 0.09, 0.09, 0.12, -0.10, -0.04, -0.99, 0.06, 0.53, 0.03, 0.08, 0.08, 0.09, 0.06, 0.04], "total_charge": -2, "lumo_energy_ev": 4.04, "multiplicity": 1, "fmax_ha_per_bohr": 0.0529, "relative_energy_kcal_mol": 11.6}

[2]
{"formula": "C36H40F48O12S2", "method": "the ωB97M-V functional and the def2-TZVPD basis", "symbols": ["O", "S", "O", "O", "C", "C", "C", "H", "H", "H", "H", "H", "H", "H", "H", "O", "S", "O", "O", "C", "C", "C", "H", "H", "H", "H", "H", "H", "H", "H", "C", "C", "C", "F", "F", "F", "F", "O", "C", "C", "F", "F", "F", "F", "H", "H", "H", "H", "C", "C", "C", "F", "F", "F", "F", "O", "C", "C", "F", "F", "F", "F", "H", "H", "H", "H", "C", "C", "C", "F", "F", "F", "F", "O", "C", "C", "F", "F", "F", "F", "H", "H", "H", "H", "C", "C", "C", "F", "F", "F", "F", "O", "C", "C", "F", "F", "F", "F", "H", "H", "H", "H", "C", "C", "C", "F", "F", "F", "F", "O", "C", "C", "F", "F", "F", "F", "H", "H", "H", "H", "C", "C", "C", "F", "F", "F", "F", "O", "C", "C", "F", "F", "F", "F", "H", "H", "H", "H"], "positions_angstrom": [[1.8106, -5.7895, -9.5198], [2.0096, -4.9024, -8.4248], [2.3470, -3.5378, -8.6745], [0.7050, -4.9584, -7.4673], [0.2596, -3.6974, -6.9623], [0.6244, -3.4367, -5.5149], [3.1880, -5.6453, -7.3046], [-0.8360, -3.7287, -6.9441], [0.4417, -2.8586, -7.6262], [0.0077, -2.6490, -5.0894], [1.6336, -3.0126, -5.4333], [0.6632, -4.3222, -4.8830], [3.1584, -4.8846, -6.5289], [4.1286, -5.7634, -7.8289], [2.7940, -6.5793, -6.9200], [-0.5693, 0.2483, 3.6144], [-0.2378, 0.6272, 4.9561], [-0.9471, 1.6912, 5.5720], [-0.3866, -0.6739, 5.8638], [0.1283, -1.8923, 5.3047], [-0.4352, -2.9855, 6.1923], [1.5128, 0.9690, 4.9850], [1.2164, -1.9889, 5.2935], [-0.2274, -2.0152, 4.2829], [-0.3553, -3.9895, 5.7717], [-1.5040, -2.8215, 6.2691], [0.0090, -2.9801, 7.1841], [1.9977, 0.1869, 4.4075], [1.8481, 1.1103, 6.0057], [1.6171, 1.8888, 4.4098], [-7.0558, 0.4634, 2.6089], [-7.6147, -0.3512, 3.7921], [-6.4684, -1.0604, 4.5119], [-5.6039, -0.1438, 4.9699], [-6.9683, -1.7547, 5.5707], [-8.2365, 0.4883, 4.6506], [-8.4673, -1.2824, 3.3033], [-6.7243, -0.4493, 1.5794], [-5.4086, -0.5750, 1.1829], [-5.2259, 0.1259, -0.1604], [-3.9278, -0.0890, -0.5841], [-6.0705, -0.2311, -1.1393], [-4.5245, -0.1305, 2.0561], [-5.2597, -1.9083, 1.0295], [-6.2039, 1.0207, 2.9850], [-7.8356, 1.1818, 2.3552], [-6.0112, -1.8089, 3.8606], [-5.3220, 1.2122, -0.0491], [0.0291, -6.9012, 0.3992], [-0.1072, -5.3871, 0.3629], [-0.3493, -4.8464, 1.7731], [-0.3829, -3.4815, 1.8641], [-1.4317, -5.3883, 2.3831], [1.1114, -4.8552, -0.0024], [-1.0147, -5.0153, -0.5646], [1.1567, -7.3253, 1.1568], [2.0089, -8.1779, 0.5363], [2.9925, -8.6760, 1.5980], [3.9486, -9.4508, 1.0489], [3.5405, -7.5826, 2.1806], [1.3428, -9.2453, 0.0282], [2.6449, -7.5343, -0.4727], [0.0911, -7.2800, -0.6212], [-0.8325, -7.3205, 0.9217], [0.5215, -5.1309, 2.3776], [2.5332, -9.2659, 2.3927], [-4.4726, 3.5659, 4.3965], [-4.9944, 3.7351, 5.8003], [-5.9490, 4.9317, 5.9655], [-6.0577, 5.2328, 7.2884], [-5.5891, 6.0328, 5.2636], [-5.8022, 2.6844, 6.2134], [-3.9703, 3.7037, 6.6763], [-5.5578, 3.3895, 3.4800], [-5.3726, 3.7543, 2.1729], [-5.5876, 5.2531, 1.9722], [-6.7940, 5.6435, 2.5030], [-4.6051, 6.0078, 2.5516], [-4.1188, 3.4539, 1.7751], [-6.2323, 3.0256, 1.4639], [-3.7240, 2.7825, 4.2937], [-4.0012, 4.5272, 4.1703], [-6.9578, 4.6771, 5.6344], [-5.6070, 5.5069, 0.9030], [2.6960, 7.3382, -1.5140], [2.5177, 5.8466, -1.2979], [3.4640, 5.2902, -0.2493], [4.7417, 5.6401, -0.5104], [3.1133, 5.6733, 1.0578], [1.2397, 5.6106, -0.9124], [2.6714, 5.1214, -2.4210], [1.9487, 7.6991, -2.6543], [1.1586, 8.7886, -2.5852], [0.2505, 8.8644, -3.8002], [-0.5314, 7.7722, -3.9103], [-0.4837, 9.9985, -3.7233], [0.4353, 8.7822, -1.4451], [1.9479, 9.8927, -2.5739], [3.7460, 7.5421, -1.7181], [2.3822, 7.8732, -0.6201], [3.3266, 4.2184, -0.0507], [0.7974, 8.9291, -4.7442], [0.5418, 0.6178, 0.4173], [0.4121, 2.1335, 0.3623], [-1.0257, 2.5615, 0.0306], [-2.0260, 2.0744, 0.7908], [-1.0996, 3.9156, 0.0083], [0.7702, 2.6118, 1.5928], [1.2499, 2.6690, -0.5454], [0.8359, 0.1132, -0.8682], [1.6665, -0.9528, -0.9389], [2.0141, -1.2506, -2.3805], [2.8972, -2.3005, -2.4436], [0.9685, -1.4282, -3.1989], [2.7627, -0.7059, -0.1776], [1.0421, -2.0361, -0.3755], [-0.3225, 0.0790, 0.8048], [1.3169, 0.3292, 1.1284], [-1.1926, 2.2107, -0.9981], [2.6328, -0.4490, -2.8051], [7.2816, -1.0343, -2.9021], [7.7187, 0.3502, -2.4650], [6.6731, 1.4624, -2.6528], [5.4197, 1.0404, -2.3838], [7.0116, 2.5385, -1.8699], [8.0754, 0.3748, -1.1514], [8.8685, 0.6609, -3.1519], [6.2939, -0.9663, -3.9314], [5.8691, -2.1941, -4.3296], [4.7818, -1.9609, -5.3802], [4.1389, -3.1243, -5.5968], [3.8882, -1.0328, -4.9510], [6.8757, -2.8797, -4.9103], [5.4327, -2.8988, -3.2783], [6.7443, -1.4541, -2.0476], [8.1359, -1.6555, -3.1540], [6.6727, 1.8847, -3.6643], [5.1696, -1.5445, -6.3106]], "forces_ev_per_angstrom": [[-0.4, -0.1, -0.1], [0.1, -1.2, 0.4], [0.2, 0.2, 0.1], [0.8, 0.4, -0.8], [-2.2, 0.5, 1.0], [1.8, 0.6, -0.1], [-1.0, 0.9, -0.2], [0.0, -0.6, -0.4], [0.7, -0.2, 0.0], [-0.4, -0.3, 0.0], [0.0, -0.1, -0.1], [-0.5, -0.1, -0.1], [0.7, -0.3, 0.3], [0.1, 0.1, 0.1], [-0.1, -0.1, -0.2], [0.0, 0.0, -0.3], [0.4, -0.2, -0.6], [-0.1, 0.0, 0.5], [0.5, 0.8, -0.1], [-0.3, -1.5, 0.0], [-0.4, -0.2, -0.2], [-0.7, 0.2, -0.4], [0.1, 0.7, 0.1], [-0.1, 0.2, 0.0], [0.4, 0.1, -0.2], [-0.2, 0.1, 0.3], [0.0, 0.1, 0.1], [0.2, -0.2, 0.4], [0.1, -0.2, 0.0], [0.0, 0.1, 0.1], [-0.4, 0.0, 1.2], [1.0, 0.3, -0.8], [-1.0, -0.9, 0.3], [0.3, 0.1, 0.0], [0.0, 0.2, 0.1], [-0.2, -0.2, -0.1], [-0.3, 0.1, 0.5], [0.1, 0.8, 0.2], [-1.9, -1.1, -1.1], [1.5, 1.5, -0.6], [-0.7, -0.2, 0.1], [0.0, -0.7, 0.4], [0.4, 0.3, 0.4], [0.6, 0.0, 0.0], [0.1, 0.0, -0.1], [0.0, -0.2, -0.6], [0.4, 0.3, -0.1], [-0.1, -0.1, 0.3], [-0.5, -0.6, -0.1], [1.1, 0.4, 0.0], [1.1, 0.5, 1.2], [-0.6, -0.6, -0.5], [-0.3, 0.3, -0.5], [-0.6, -0.2, 0.0], [0.0, -0.2, 0.5], [0.0, 0.2, 0.3], [-0.1, 0.4, 0.2], [0.2, -0.1, 0.6], [0.1, 0.3, -0.3], [0.4, -0.1, -0.2], [0.2, 0.1, -0.3], [-0.1, -0.6, 0.0], [-0.2, 0.2, 0.0], [-0.2, 0.1, -0.4], [0.0, -0.2, -0.3], [-0.4, 0.1, -0.2], [0.6, 0.9, -0.6], [-1.1, -1.2, 0.7], [-0.9, 0.3, 0.4], [0.4, 0.2, -0.3], [0.6, -0.1, 0.3], [0.3, 0.1, -0.7], [0.1, 0.8, -0.4], [-0.4, -0.5, 0.4], [0.8, 0.2, 1.9], [-0.7, 1.5, -1.0], [0.8, -0.6, -0.2], [-0.5, -0.8, -0.1], [-0.1, 0.0, -0.3], [-0.3, 0.3, -0.6], [-0.2, -0.2, 0.3], [0.3, -0.2, 0.1], [0.2, -0.3, -0.2], [0.0, -0.1, 0.2], [0.6, -0.1, -0.2], [-0.8, 0.5, 0.4], [-0.4, -1.5, 2.4], [-0.5, 0.0, 0.1], [0.4, 1.2, -1.1], [-0.1, 0.0, 0.4], [0.6, 0.1, -0.4], [-0.5, -0.4, -0.7], [0.6, -0.4, 0.5], [0.2, 0.2, -1.4], [-0.3, 0.2, 0.6], [-0.4, -0.3, 0.4], [-0.1, 0.3, 0.0], [-0.3, 0.4, 0.2], [0.0, 0.1, 0.1], [0.0, -0.1, 0.1], [0.5, -0.1, -1.4], [0.4, 0.0, 0.3], [0.4, -1.2, 0.7], [-0.7, -0.6, 1.4], [0.0, 0.4, -1.9], [0.8, 0.0, 0.5], [0.0, -0.1, 0.4], [-0.1, 0.1, -0.2], [-0.1, 0.0, 0.0], [0.1, 0.3, -1.3], [-1.5, -0.1, 1.5], [2.6, 1.0, -1.3], [-1.1, -0.4, 0.3], [-0.2, -0.5, 0.7], [0.4, -0.5, -0.6], [0.5, 0.1, -0.2], [-0.5, 0.6, 0.0], [0.2, 0.5, -0.1], [-0.1, 0.0, 0.1], [-0.5, 0.4, 0.3], [-1.1, -0.2, 1.4], [0.6, 0.3, -0.1], [0.4, 1.5, -1.1], [0.2, 0.0, 0.7], [-0.4, -0.8, 0.1], [-0.2, -0.6, -0.2], [-0.6, 0.4, 0.0], [0.7, 0.2, -0.5], [0.0, 1.1, -0.1], [-0.4, 0.5, -0.3], [0.0, 0.0, 0.0], [-0.1, -0.3, 0.4], [0.1, -0.5, 0.0], [-0.1, -0.5, -0.1], [0.4, -0.1, 0.2], [0.1, 0.1, -0.2], [0.1, -0.6, -0.1], [0.4, -0.4, 0.0]], "lowdin_charge": [-0.27, 0.59, -0.28, -0.24, -0.28, -0.07, -0.10, 0.12, 0.11, 0.07, 0.05, 0.09, 0.03, 0.08, 0.08, -0.29, 0.56, -0.26, -0.24, -0.27, -0.06, -0.11, 0.12, 0.10, 0.08, 0.08, 0.08, 0.07, 0.08, 0.07, -0.06, -0.45, -0.30, 0.11, 0.09, 0.13, 0.13, 0.05, -0.56, -0.27, 0.06, 0.12, 0.19, 0.15, 0.11, 0.15, 0.17, 0.16, -0.04, -0.43, -0.29, 0.08, 0.09, 0.10, 0.14, 0.03, -0.55, -0.28, 0.10, 0.10, 0.14, 0.16, 0.15, 0.15, 0.17, 0.17, -0.03, -0.42, -0.29, 0.09, 0.09, 0.09, 0.14, 0.03, -0.56, -0.24, 0.08, 0.09, 0.15, 0.16, 0.15, 0.14, 0.17, 0.18, -0.04, -0.46, -0.26, 0.10, 0.04, 0.12, 0.14, 0.05, -0.56, -0.29, 0.11, 0.10, 0.15, 0.14, 0.15, 0.16, 0.17, 0.17, -0.05, -0.43, -0.30, 0.10, 0.09, 0.11, 0.13, 0.04, -0.52, -0.28, 0.07, 0.12, 0.14, 0.13, 0.14, 0.14, 0.18, 0.17, -0.03, -0.41, -0.28, 0.10, 0.07, 0.12, 0.10, 0.03, -0.57, -0.26, 0.09, 0.09, 0.15, 0.16, 0.15, 0.15, 0.17, 0.18], "smiles": "FC(F)C(F)(F)COC(F)(F)C(F)F.FC(F)C(F)(F)COC(F)(F)C(F)F.FC(F)C(F)(F)COC(F)(F)C(F)F.FC(F)C(F)(F)COC(F)(F)C(F)F.FC(F)C(F)(F)COC(F)(F)C(F)F.FC(F)C(F)(F)COC(F)(F)C(F)F.CCOS(C)(=O)=O.CCOS(C)(=O)=O", "lumo_energy_ev": 0.11, "multiplicity": 1, "fmax_ha_per_bohr": 0.0594}